A.
# C5H8N2OS

C5H8N2OS as an isolated structure (ωB97M-V/def2-TZVPD, the OMol25 dataset).

ORCA input file:
```
! wB97M-V def2-TZVPD RIJCOSX def2/J DEFGRID3
* xyz 0 1
H -0.4799 -2.6213 0.6004
N -0.7341 1.7484 0.3537
C -1.1144 -1.7349 0.4818
H -0.9827 -1.2465 1.4340
H 2.5073 0.7764 0.2307
C 0.7373 -0.3869 -0.8249
O 1.1652 2.9593 0.4063
H 1.1427 0.2281 1.3446
H 1.4720 -1.2614 -0.9918
N -1.4074 0.3434 -0.6534
C 0.6780 1.8394 0.3702
S -1.7764 2.8191 0.7382
H 1.0303 0.2402 -1.6901
H -0.8430 -1.3235 -1.5831
C 1.3695 0.5023 0.2787
C -0.6832 -0.8024 -0.6808
H -2.0813 -2.0798 0.1854
*
```

Output
E_LUMO (spin up / spin down): -2.209 / -2.232 eV
HOMO energy (spin up / spin down): -0.299 / -0.293 Ha
Frontier orbital gap (spin up / spin down): 5.9 / 5.7 eV

=====

B.
# C5H8N2OS

One molecule with the formula C5H8N2OS (ωB97M-V/def2-TZVPD, the OMol25 dataset).

ORCA input file:
```
! wB97M-V def2-TZVPD RIJCOSX def2/J DEFGRID3
* xyz 0 1
N -1.1333 -0.4948 0.1084
C -1.3739 0.8237 0.0807
C 2.1978 0.8562 -0.3448
S 1.1063 -2.1037 -0.0778
H -2.0489 -2.1370 -0.5221
C 0.2805 -0.7374 -0.1168
H -3.0835 -0.8693 -0.2603
H 2.4717 1.8769 -0.2698
H -0.0546 2.5561 -0.2435
H -2.5338 -1.6974 1.2020
H -2.4375 1.2638 0.2145
N 0.8193 0.5391 -0.2291
C -2.2607 -1.3817 0.2158
O 2.9716 0.3041 0.6892
H 2.7194 -0.6852 0.8083
C -0.2493 1.4774 -0.0169
H 2.6091 0.4091 -1.2379
*
```

Output
E_LUMO: 0.749 eV
HOMO energy: -0.290 Ha
Frontier orbital gap: 8.6 eV

=====

C.
# C5H8N2OS

One molecule with the formula C5H8N2OS (ωB97M-V/def2-TZVPD, the OMol25 dataset).

ORCA input file:
```
! wB97M-V def2-TZVPD RIJCOSX def2/J DEFGRID3
* xyz 0 1
H 1.8204 0.3178 -0.0284
H -0.8491 -1.3245 2.9480
H 1.8472 0.9876 -2.7981
C -1.4902 0.5188 2.2693
N -1.0605 1.5574 -1.1990
H -2.0729 -1.4110 1.7198
H 0.2645 0.7750 0.8431
S -2.2395 1.6826 -0.2377
H 0.4362 -0.2414 -2.9183
C 0.6870 0.8381 -2.6385
O -0.8373 1.1893 3.0022
C 0.2239 1.1189 -1.3070
H 0.0856 1.5141 -3.3523
N -2.1110 0.9753 1.1437
H -2.4502 -0.9293 3.4917
C 0.8513 0.6995 -0.1529
C -1.7453 -0.9079 2.5784
*
```

Output
E_LUMO (spin up / spin down): -1.004 / -1.003 eV
HOMO energy (spin up / spin down): -0.325 / -0.325 Ha
Frontier orbital gap (spin up / spin down): 7.8 / 7.8 eV

=====

Quick one: least stable of them? A

=====

A.
# C15H18O

A 2-piece molecular cluster, C15H18O overall (ωB97M-V/def2-TZVPD, the OMol25 dataset).

ORCA input file:
```
! wB97M-V def2-TZVPD RIJCOSX def2/J DEFGRID3
* xyz 0 1
C -1.0410 0.9091 -2.1300
H -2.5679 -1.9089 -3.2515
H 4.0375 -1.9974 3.9225
H 1.4135 0.0996 -3.0166
H 0.3255 2.1443 -1.1107
C 1.3798 1.0612 -2.5188
H -0.4934 -1.1619 -2.5201
H -0.5037 -2.4250 2.7424
H 4.3225 -0.2703 3.7780
C 1.2722 -1.7199 3.6228
C 2.2923 -0.7998 3.5490
H -4.2275 1.9685 -2.4482
H 1.3760 -2.4985 4.3676
H 3.5428 -0.9000 5.2500
C 1.0023 0.4116 1.8311
H -5.6792 -0.0550 -2.9366
H -0.8775 -0.6343 1.2418
C -2.1350 1.7712 -2.1468
H -2.0668 2.8359 -1.9005
C -3.6342 0.0128 -2.9210
C 3.6470 -0.9935 4.1893
C -3.3820 1.2833 -2.5076
H 0.3227 0.3357 -0.6489
C 2.1704 0.2693 2.6182
H 2.3888 1.1036 -2.0982
C 0.2615 1.1143 -1.4307
C -2.5364 -0.8665 -2.9908
C 0.2012 -1.5904 2.7654
H 3.0514 0.9028 2.4982
H 1.1415 1.2565 1.1625
C 0.0357 -0.6046 1.8339
O -4.8525 -0.5281 -3.0844
C -1.2949 -0.4144 -2.5779
H 1.1076 1.8888 -3.1335
*
```

Output
E_LUMO: 0.806 eV
HOMO energy: -0.302 Ha
Frontier orbital gap: 9.0 eV

=====

B.
# C15H18O

A 2-piece molecular cluster, C15H18O overall (ωB97M-V/def2-TZVPD, the OMol25 dataset).

ORCA input file:
```
! wB97M-V def2-TZVPD RIJCOSX def2/J DEFGRID3
* xyz 0 1
H 1.2804 1.7685 -0.9639
H 4.6283 -0.9589 2.8897
C -2.8005 0.5213 1.3869
C 3.1124 -1.0917 1.2769
H -4.7718 -2.1512 0.9394
C 2.6388 -0.4083 0.1610
C -1.6229 0.1170 -2.8129
H 2.3265 1.2348 -2.1520
C -3.8428 -0.3620 1.5412
C -2.0329 -0.7757 -0.5093
C 4.0629 1.4458 0.6675
H 2.7004 -2.0211 1.6475
H 5.1758 1.3273 2.4703
H -1.8158 -0.3581 -3.7875
C -1.9097 0.3183 0.3290
H 4.4396 2.3744 0.2952
O -4.6991 -0.2718 2.6248
H -1.1665 -1.9040 -2.1296
H 1.8054 -0.8299 -0.3475
C 3.0475 0.8810 -0.1184
H 2.8219 2.6778 -1.2599
C -3.0663 -1.6946 -0.2989
C -1.1658 -0.8900 -1.7373
H -2.7572 1.4514 1.9210
H -0.1025 -0.7388 -1.5392
C -3.9910 -1.4676 0.7002
H -5.5492 0.1027 2.4281
H -2.6280 0.4417 -2.5386
H -1.0556 0.9674 0.1682
C 4.0797 -0.5078 2.0710
H -1.0066 0.9513 -3.1086
C 4.5465 0.7838 1.7781
C 2.3492 1.7046 -1.1601
H -3.0311 -2.6376 -0.8324
*
```

Output
E_LUMO: 0.853 eV
HOMO energy: -0.324 Ha
Frontier orbital gap: 9.7 eV

=====

Quick one: least stable of them? A